Entry i
This record from OMol25 describes 2 unconnected molecules or ions with the total composition C6H15N2. The level of theory is the ωB97M-V functional and the def2-TZVPD basis.

```
23
Properties=species:S:1:pos:R:3:nbo_charge:R:1
C -1.3037 -2.2494 -0.9236 -0.64
C -0.3809 -2.4794 0.2489 0.00
C -0.2930 -3.6898 0.8445 -0.38
C 0.4985 -1.2861 0.5271 -0.64
H -2.0535 -1.4940 -0.5991 0.20
H -1.8292 -3.1614 -1.2282 0.23
H -0.7687 -1.8185 -1.7819 0.21
H 0.3093 -3.9153 1.7204 0.21
H -0.9552 -4.4859 0.4987 0.21
H 1.0827 -1.4730 1.4515 0.23
H -0.1546 -0.4117 0.6899 0.16
H 1.1799 -1.0751 -0.3063 0.21
C 0.9470 1.9226 -0.3652 0.07
C -0.0815 2.7447 -0.0354 -0.24
N -0.9121 2.4594 1.1269 -0.66
N 1.7742 2.1373 -1.4450 -0.74
H 1.1293 1.0166 0.2260 0.22
H -0.3465 3.6465 -0.5568 0.23
H -1.8822 2.1289 0.9040 0.44
H -0.4689 1.7934 1.7556 0.45
H -1.0260 3.3070 1.6467 0.44
H 1.3864 2.7273 -2.1063 0.38
H 2.0457 1.2635 -1.8647 0.40
```

Computed properties:
HOMO-LUMO gap ... 0.3105 hartree
M ... 115.200 g/mol
Charge ... +1
E_HOMO ... -12.1 eV

=====

Entry ii
This record from OMol25 describes a molecular structure, C6H15N2. The level of theory is the ωB97M-V functional and the def2-TZVPD basis.

```
23
Properties=species:S:1:pos:R:3:nbo_charge:R:1
C 0.1685 -2.9491 0.0106 -0.62
C -0.1684 -1.4710 0.1030 -0.05
C -0.1323 -0.9220 1.5116 -0.63
N 0.7466 -0.6758 -0.7777 -0.79
H -0.5628 -3.5528 0.5470 0.24
H 0.1863 -3.2546 -1.0329 0.21
H 1.1322 -3.1753 0.4691 0.22
H -1.1732 -1.3285 -0.2964 0.19
H -0.5130 0.1008 1.5519 0.22
H -0.8050 -1.4995 2.1412 0.25
H 0.8687 -0.9542 1.9365 0.21
H 0.9520 -1.2244 -1.6084 0.41
H 1.6225 -0.6062 -0.2597 0.39
C 0.0208 2.7235 -0.1060 -0.07
C 1.0225 2.6348 0.7469 -0.32
C -1.5270 1.6780 -1.5085 0.07
N -0.4284 1.6220 -0.8771 -0.45
H -0.5399 3.6432 -0.2174 0.22
H 1.5752 1.7312 0.9592 0.20
H 1.3332 3.5200 1.2819 0.24
H -1.8722 0.8139 -2.0709 0.21
H -2.1270 2.5827 -1.5358 0.20
H 0.2207 0.5633 -0.9680 0.44
```

Computed properties:
HOMO-LUMO gap ... 0.3726 hartree
M ... 115.200 g/mol
Charge ... +1
E_HOMO ... -14.2 eV

=====

Which is more stable than every other structure shown? entry ii is more stable than every other one.